No. 1
97
Properties=species:S:1:pos:R:3:forces:R:3 method="wB97M-V/def2-TZVPD" orbital_gap_ha=0.247 homo_energy_ev=-4.322 charge=-1
W 0.0304 0.3631 0.5376 -0.89 0.11 0.33
O 4.1393 0.2400 -0.6550 -0.02 0.00 0.04
S 2.8478 0.8670 -0.6769 0.27 -0.03 -0.19
O 1.9636 0.5260 -1.7701 0.11 0.02 -0.09
O 2.1297 0.6715 0.6318 -0.04 0.11 -0.01
C 3.1626 2.6231 -0.8156 -0.06 0.05 0.04
C 4.4495 2.9787 -1.1911 -0.01 -0.04 -0.01
C 4.7749 4.3069 -1.4222 0.03 0.04 -0.01
C 3.8117 5.2900 -1.2812 0.04 0.03 -0.02
C 2.5253 4.9454 -0.8967 -0.07 -0.05 0.02
C 2.1944 3.6193 -0.6568 0.04 0.00 -0.03
S 0.5483 3.3221 -0.0352 -0.02 0.12 -0.01
O 0.0029 2.1654 -0.8099 0.25 -0.21 0.14
O -0.1874 4.5353 -0.2466 0.00 -0.02 -0.03
O 0.7195 2.8856 1.3431 0.01 -0.06 0.00
H 5.1861 2.1953 -1.3023 -0.01 0.02 0.01
H 5.7841 4.5668 -1.7156 -0.01 0.00 0.00
H 4.0555 6.3287 -1.4656 0.00 -0.01 0.00
H 1.7565 5.6958 -0.7741 0.02 -0.01 0.00
C -3.1769 -1.5058 2.5376 -0.02 -0.04 -0.07
C -4.0517 -1.1864 1.3543 -0.04 -0.04 -0.02
C -5.4167 -1.0192 1.5697 0.00 -0.02 0.00
C -6.2899 -0.6819 0.5453 0.00 0.00 0.04
C -5.8056 -0.5048 -0.7377 0.03 0.02 -0.02
C -4.4497 -0.6722 -0.9788 -0.04 0.12 0.02
C -3.5661 -1.0140 0.0415 -0.01 0.00 0.13
P -1.7864 -1.1527 -0.3508 0.00 0.06 -0.01
C -1.7227 -1.2329 -2.2041 0.00 0.04 -0.02
C -0.9640 -0.2325 -2.8091 0.10 -0.04 0.06
C -0.8154 -0.1393 -4.1851 0.02 -0.01 0.03
C -1.4391 -1.0684 -4.9927 -0.02 -0.03 0.04
C -2.1963 -2.0751 -4.4096 0.05 -0.02 -0.06
C -2.3522 -2.1880 -3.0326 -0.09 0.03 0.06
C -3.2244 -3.3074 -2.5317 -0.07 0.08 0.08
C -1.3027 -2.8269 0.1395 0.10 0.06 -0.05
C -2.0760 -3.9279 0.4814 -0.05 -0.02 -0.11
C -1.4515 -5.1235 0.8025 0.03 -0.02 -0.02
C -0.0625 -5.2109 0.7504 0.00 0.00 0.03
C 0.7045 -4.1015 0.4291 0.03 -0.01 0.03
C 0.0874 -2.8848 0.1468 -0.05 0.05 0.04
C 0.8269 -1.6153 -0.1285 0.15 -0.05 -0.10
H -3.7843 -1.5826 3.4400 0.01 0.02 -0.01
H -2.4330 -0.7248 2.6981 0.00 0.00 -0.03
H -2.6393 -2.4458 2.4133 -0.03 0.02 0.01
H -5.7967 -1.1379 2.5783 0.00 0.00 -0.02
H -7.3435 -0.5448 0.7574 0.02 -0.01 0.00
H -6.4671 -0.2250 -1.5479 0.02 0.00 0.01
H -4.0701 -0.5107 -1.9797 -0.03 -0.01 0.02
H -0.4609 0.5076 -2.2040 -0.01 0.00 -0.02
H -0.2181 0.6593 -4.6046 0.00 0.00 0.02
H -1.3454 -1.0170 -6.0702 0.00 0.00 0.00
H -2.6877 -2.8050 -5.0434 0.00 0.02 0.01
H -3.7078 -3.8035 -3.3735 0.00 0.01 0.01
H -4.0054 -2.9347 -1.8645 0.08 -0.11 -0.02
H -2.6515 -4.0528 -1.9862 0.08 -0.06 0.05
H -3.1574 -3.8486 0.4964 0.00 -0.01 0.01
H -2.0406 -5.9875 1.0853 0.00 0.02 0.00
H 0.4244 -6.1498 0.9889 0.00 0.02 0.00
H 1.7873 -4.1643 0.4329 -0.03 0.01 0.00
H 1.0302 -1.5256 -1.1991 -0.03 -0.01 -0.05
H 1.8001 -1.6593 0.3597 0.06 0.02 0.02
N -0.0179 -0.1083 2.2958 0.55 -0.63 -0.24
C 0.1059 -0.2886 3.5516 -0.32 0.30 0.26
C 0.6350 -1.5617 4.1089 -0.03 0.00 0.00
C 0.3305 -2.7927 3.5347 -0.02 0.01 -0.01
C 0.8401 -3.9690 4.0669 -0.01 0.00 0.00
C 1.6590 -3.9361 5.1865 -0.02 0.01 -0.02
C 1.9601 -2.7136 5.7734 0.00 0.02 0.00
C 1.4487 -1.5399 5.2434 0.05 0.02 0.02
C -0.3485 0.7628 4.5123 0.03 -0.04 0.01
C -1.0997 0.4028 5.6317 0.00 -0.03 0.02
C -1.5705 1.3671 6.5090 -0.01 0.02 -0.01
C -1.2913 2.7093 6.2839 0.01 -0.01 -0.01
C -0.5390 3.0741 5.1756 0.00 -0.01 0.02
C -0.0694 2.1090 4.2958 -0.03 0.01 -0.05
H -0.3222 -2.8208 2.6731 0.02 -0.02 -0.03
H 0.5872 -4.9145 3.6034 0.00 0.00 -0.01
H 2.0570 -4.8542 5.6017 -0.01 0.01 -0.01
H 2.6001 -2.6744 6.6465 0.00 0.01 0.00
H 1.6862 -0.5890 5.7047 0.00 -0.01 0.00
H -1.3221 -0.6441 5.8064 0.00 0.02 0.01
H -2.1643 1.0718 7.3659 0.01 0.00 -0.01
H -1.6596 3.4647 6.9678 0.00 -0.01 -0.01
H -0.3151 4.1184 4.9909 0.00 -0.03 0.00
H 0.5027 2.3950 3.4251 0.01 0.02 0.00
C -2.2638 4.8162 2.4320 -0.03 -0.04 0.01
S -3.9006 4.0978 2.1209 0.03 0.02 -0.04
C -3.6543 3.5242 0.4794 -0.04 0.05 0.00
C -2.8695 2.4853 0.1134 -0.12 0.09 0.15
S -2.0887 1.4716 1.3014 0.14 0.06 -0.28
S -2.7916 2.2146 -1.6054 -0.10 0.03 -0.02
C -3.9012 3.4321 -2.1167 0.07 -0.07 0.13
S -4.3256 3.6556 -3.6952 -0.04 0.02 -0.09
S -4.4677 4.3817 -0.8033 -0.01 0.00 -0.01
H -2.3182 5.2990 3.4085 0.00 -0.02 -0.02
H -2.0262 5.5464 1.6623 0.02 0.01 0.01
H -1.5101 4.0302 2.4478 -0.01 0.03 -0.01

***

No. 2
89
Properties=species:S:1:pos:R:3:forces:R:3 method="wB97M-V/def2-TZVPD" s2=0.796 orbital_gap_ha="0.212 / 0.210" homo_energy_ev="-7.268 / -7.308" spin_multiplicity=2
Pd 0.3336 -0.0197 -0.1637 0.37 0.72 1.14
C -1.3136 -2.7364 -0.0362 0.03 0.14 0.00
P 0.2835 -2.1485 0.6743 -0.40 -0.36 -0.18
C -0.0288 -2.2726 2.4515 -0.07 0.26 0.02
C 0.4950 -3.3161 3.2065 -0.03 0.09 0.05
C 0.1660 -3.4210 4.5530 0.03 -0.02 -0.03
C -0.6775 -2.4910 5.1406 0.01 0.00 -0.05
C -1.1950 -1.4457 4.3849 -0.02 0.02 0.00
C -0.8731 -1.3298 3.0429 0.05 -0.13 0.07
C 1.5524 -3.3606 0.2819 0.21 0.04 -0.17
C 2.8995 -2.9866 0.2817 -0.06 -0.14 0.01
C 3.8724 -3.9130 -0.0716 -0.07 -0.01 0.01
C 3.5075 -5.2050 -0.4250 -0.05 0.04 0.02
C 2.1683 -5.5799 -0.4192 0.02 -0.04 -0.01
C 1.1901 -4.6627 -0.0706 0.06 0.04 0.00
C -2.2059 -1.5354 -0.1512 -0.05 0.14 0.04
C -3.5240 -1.4010 -0.5093 -0.13 0.08 0.01
C -3.7679 -0.0092 -0.6858 -0.07 -0.10 0.03
C -2.5874 0.6485 -0.4289 -0.11 -0.25 0.08
C -2.2225 2.0903 -0.5655 -0.02 0.05 -0.02
P -0.3990 2.3243 -0.3028 -0.17 -0.11 -0.17
C -0.3481 3.4383 1.1400 0.20 -0.12 0.05
C -1.2732 4.4726 1.2947 -0.04 0.02 0.02
C -1.1803 5.3438 2.3683 -0.01 0.00 -0.01
C -0.1634 5.1949 3.3035 0.02 -0.04 -0.02
C 0.7638 4.1758 3.1544 -0.06 0.01 -0.06
C 0.6726 3.3041 2.0750 0.02 0.11 0.09
C 0.2239 3.3498 -1.6715 0.10 -0.15 -0.05
C 0.3340 4.7365 -1.6063 -0.06 0.01 -0.03
C 0.8293 5.4470 -2.6912 -0.03 0.01 0.05
C 1.2255 4.7810 -3.8412 0.01 -0.04 -0.04
C 1.1425 3.3965 -3.9059 -0.01 0.04 0.04
C 0.6573 2.6841 -2.8202 0.01 0.06 0.00
N -1.6464 -0.2799 -0.0651 -0.01 -0.30 -0.40
H -1.7264 -3.5253 0.5935 -0.05 -0.03 0.01
H -1.1075 -3.1419 -1.0305 0.04 -0.06 0.01
H 1.1668 -4.0335 2.7541 0.00 -0.02 0.01
H 0.5790 -4.2301 5.1418 -0.01 0.01 0.00
H -0.9288 -2.5742 6.1901 0.01 -0.01 0.00
H -1.8471 -0.7152 4.8466 0.00 0.00 -0.02
H -1.2633 -0.5121 2.4500 -0.03 0.00 0.03
H 3.1917 -1.9819 0.5521 0.05 -0.02 -0.01
H 4.9116 -3.6096 -0.0721 -0.02 0.02 0.01
H 4.2663 -5.9243 -0.7060 0.00 0.00 0.00
H 1.8825 -6.5883 -0.6904 0.02 0.01 0.00
H 0.1507 -4.9652 -0.0736 -0.01 0.01 -0.01
H -4.2318 -2.2031 -0.6545 0.02 0.02 0.00
H -4.6992 0.4484 -0.9856 0.03 -0.02 0.01
H -2.7502 2.7094 0.1586 -0.04 0.00 0.02
H -2.4964 2.4575 -1.5569 0.06 0.05 -0.02
H -2.0643 4.6186 0.5700 -0.01 -0.01 0.00
H -1.9033 6.1425 2.4728 0.00 -0.01 0.00
H -0.0957 5.8737 4.1441 -0.01 0.00 -0.01
H 1.5607 4.0517 3.8763 0.00 0.00 -0.01
H 1.3901 2.5050 1.9761 0.00 -0.02 -0.03
H 0.0406 5.2628 -0.7081 0.03 0.03 -0.03
H 0.9131 6.5247 -2.6333 0.00 -0.01 0.01
H 1.6176 5.3403 -4.6813 -0.01 -0.01 0.01
H 1.4786 2.8697 -4.7897 -0.01 -0.01 0.01
H 0.6539 1.6023 -2.8456 -0.01 -0.03 -0.04
S 5.6385 -0.1138 0.9252 -0.09 -0.04 -0.04
Sb 3.9154 1.2972 0.6756 0.07 -0.04 0.14
S 1.9142 0.0520 1.6609 0.17 0.20 -0.56
S 2.4529 0.2501 -1.0562 0.11 -0.08 0.21
C 3.2387 -2.4806 -6.3373 -0.08 0.04 0.04
C 3.5622 -3.0563 -5.1175 0.00 0.00 0.01
C 2.7323 -2.8746 -4.0201 0.07 -0.03 0.00
C 1.5643 -2.1240 -4.1273 -0.03 0.00 0.05
C 1.2521 -1.5356 -5.3538 -0.05 0.00 -0.02
C 2.0809 -1.7158 -6.4490 0.06 -0.04 0.02
C 0.7311 -1.9618 -2.9115 0.11 0.30 -0.14
C -0.4109 -1.3202 -2.8218 -0.27 -0.13 -0.46
C -1.5478 -0.9325 -3.5797 0.08 -0.09 0.16
C -2.0281 0.3840 -3.6469 0.10 0.06 0.00
C -3.1469 0.6958 -4.3964 0.00 -0.02 0.00
C -3.8331 -0.3012 -5.0791 0.02 -0.01 0.02
C -3.3824 -1.6166 -5.0133 0.05 -0.02 0.03
C -2.2589 -1.9329 -4.2739 -0.09 -0.07 0.00
H 3.8876 -2.6169 -7.1929 -0.01 0.01 0.00
H 4.4675 -3.6415 -5.0152 -0.01 0.01 0.00
H 2.9949 -3.3091 -3.0610 0.00 0.00 -0.01
H 0.3585 -0.9308 -5.4498 0.00 -0.01 0.01
H 1.8269 -1.2528 -7.3944 0.00 -0.01 0.01
H 1.2057 -2.3415 -2.0140 0.08 -0.06 0.08
H -1.4937 1.1567 -3.1170 -0.01 0.07 0.01
H -3.4935 1.7206 -4.4468 0.02 0.00 0.01
H -4.7138 -0.0576 -5.6591 0.01 0.00 0.01
H -3.9126 -2.3963 -5.5451 0.01 -0.01 0.00
H -1.8989 -2.9532 -4.2191 -0.03 0.01 -0.02